# 1
Below is CsFV as an isolated structure in a non-equilibrium geometry, with properties calculated with ωB97M-V/def2-TZVPD.

Last column: Löwdin spin population.
Atoms and positions in Å:
V1 -0.78923 -2.06363 -0.84500  2.972
Cs1 0.82311 2.30698 0.98835  0.019
F1 -0.03388 -0.24334 -0.14335  1.008

Cartesian forces, eV/Å:
V -0.8 -2.0 -0.8
Cs 0.5 1.3 0.6
F 0.3 0.6 0.2

HOMO (spin up / spin down)   -28.4 / -28.4 eV
HOMO-LUMO gap (spin up / spin down)   10.00 / 5.83 eV
Total charge   +3
Multiplicity   5

# 2
Below is CsH4O2 as an isolated structure, with properties calculated with ωB97M-V/def2-TZVPD.

Last column: Mulliken charge in e.
Atoms and positions in Å:
Cs1 -2.85489 -10.58735 21.07748  1.017
O1 -2.22831 -9.21382 23.77457  -0.677
H1 -3.16358 -9.41627 23.79708  0.312
H2 -1.82776 -9.86563 24.34984  0.356
O2 -5.87381 -11.51015 21.64792  -0.638
H3 -6.65630 -10.98598 21.47707  0.343
H4 -5.45927 -11.08489 22.39862  0.288

Cartesian forces, eV/Å:
Cs 0.2 -0.1 -0.4
O 0.0 -0.1 -0.7
H -0.4 0.2 0.5
H 0.3 -0.1 0.4
O 0.7 0.0 -0.3
H -0.4 0.1 -0.1
H -0.4 0.0 0.5

HOMO   -16.2 eV
HOMO-LUMO gap   12.10 eV
Total charge   +1

# 3
Below is CsO4S as an isolated structure in a non-equilibrium geometry, with properties calculated with ωB97M-V/def2-TZVPD.

Last column: Mulliken charge in e.
Atoms and positions in Å:
Cs1 -3.42750 2.59225 -2.79366  0.791
S1 0.68683 -0.50621 0.55934  1.169
O1 0.44580 0.93075 0.81085  -0.757
O2 0.04807 -0.99296 -0.67655  -0.746
O3 2.12726 -0.69868 0.47282  -0.736
O4 0.11953 -1.32514 1.62720  -0.722

Cartesian forces, eV/Å:
Cs 0.5 -0.3 0.4
S 0.4 -0.1 0.3
O -0.9 0.9 -0.2
O -0.9 0.4 -1.7
O 1.6 -0.3 -0.2
O -0.7 -0.5 1.5

HOMO   -1.6 eV
HOMO-LUMO gap   1.89 eV
Total charge   -1

# 4
Below is CuF2HfI6 as an isolated structure in a non-equilibrium geometry, with properties calculated with ωB97M-V/def2-TZVPD.

Last column: Löwdin spin population.
Atoms and positions in Å:
Hf1 -0.19787 0.05103 0.57031  -0.003
Cu1 -1.09615 2.47284 -1.29978  0.000
I1 -1.96061 -0.17221 -1.98500  0.000
I2 1.83755 2.18428 1.37554  0.000
I3 3.34935 -2.53839 2.27867  0.496
I4 -0.99504 -1.67240 2.36261  0.028
I5 0.04186 3.56801 -3.61911  0.000
I6 -0.64713 -4.00458 -0.48958  0.478
F1 1.28552 -0.77744 -0.12690  0.001
F2 -1.61749 0.88886 0.93324  0.000

Cartesian forces, eV/Å:
Hf 7.8 -3.6 -1.8
Cu 0.4 -0.3 -1.5
I 0.7 0.8 0.7
I -1.2 -0.5 -0.3
I -0.1 -0.1 0.0
I -0.2 -1.1 1.5
I -0.5 -0.2 1.0
I 0.2 -0.2 -0.1
F 2.7 -1.6 -1.9
F -9.9 7.0 2.4

HOMO (spin up / spin down)   -3.1 / -1.4 eV
HOMO-LUMO gap (spin up / spin down)   7.10 / 3.20 eV
Total charge   -2
Multiplicity   2

# 5
Below is CuI2 as an isolated structure in a non-equilibrium geometry, with properties calculated with ωB97M-V/def2-TZVPD.

Last column: Mulliken charge in e.
Atoms and positions in Å:
Cu1 1.05479 -0.18638 -0.03403  0.218
I1 -0.58212 0.41888 -2.23682  -0.620
I2 -0.47268 -0.23250 2.27085  -0.598

Cartesian forces, eV/Å:
Cu -1.8 0.3 0.0
I 0.9 -0.3 0.6
I 0.9 -0.1 -0.7

HOMO   -4.4 eV
HOMO-LUMO gap   7.21 eV
Total charge   -1

# 6
Below is CuI2 as an isolated structure, with properties calculated with ωB97M-V/def2-TZVPD.

Last column: Löwdin spin population.
Atoms and positions in Å:
Cu1 0.92978 0.84757 -0.12282  -0.002
I1 2.44780 -3.72571 0.81579  1.001
I2 -3.37758 2.87814 -0.69297  0.001

Cartesian forces, eV/Å:
Cu -0.7 0.3 -0.1
I 0.0 0.1 0.0
I 0.7 -0.3 0.1

HOMO (spin up / spin down)   -7.4 / -7.4 eV
HOMO-LUMO gap (spin up / spin down)   3.64 / 3.19 eV
Multiplicity   2

Calculated total energy list, top to bottom, in a.u.: -1062.53127, -172.80939, -719.22297, -3674.73263, -2236.00883, -2235.70778